(1)
The following is a DFT calculation (ωB97M-V with the def2-TZVPD basis set) of a structure of composition C45H38FN9O5SSc.

Properties
Net charge ... +1
Gap between HOMO and LUMO (spin up / spin down) ... 5.87 / 5.84 eV
HOMO level (spin up / spin down) ... -8.966 / -8.950 eV
Relative energy (zero: lowest compared OMol25 entry of this formula, charge and spin) ... 1.121 eV

Last column: Löwdin charge in e.
Atoms and positions in Å:
Sc 0.184 0.059 -0.025  1.031
C 1.886 4.402 -3.569  -0.090
C 2.660 3.930 -2.520  -0.067
C 2.068 3.287 -1.445  -0.034
C 0.689 3.082 -1.417  -0.283
C -0.087 3.604 -2.451  -0.038
C 0.508 4.253 -3.521  -0.079
N 0.058 2.357 -0.374  0.036
C -0.055 2.881 0.830  -0.223
C 0.438 4.168 1.230  0.003
C 0.275 4.603 2.506  -0.057
C -0.413 3.831 3.488  -0.083
C -0.951 2.634 3.148  -0.016
C -0.783 2.122 1.834  -0.230
N -1.244 0.951 1.392  -0.036
N -2.027 0.238 2.117  0.102
C -2.468 -0.888 1.452  -0.336
C -3.508 -1.626 2.024  -0.002
C -4.019 -2.708 1.338  -0.053
C -3.474 -3.043 0.104  -0.051
C -2.418 -2.289 -0.368  -0.130
N -1.910 -1.243 0.276  0.059
H 2.349 4.889 -4.417  0.102
H 3.734 4.066 -2.539  0.106
H 2.674 2.916 -0.628  0.106
H -1.160 3.509 -2.392  0.090
H -0.111 4.649 -4.317  0.103
H 0.940 4.781 0.494  0.113
H 0.666 5.572 2.792  0.109
H -0.512 4.218 4.493  0.102
H -1.506 2.031 3.855  0.110
H -3.908 -1.309 2.977  0.114
H -4.840 -3.284 1.747  0.113
H -3.853 -3.871 -0.478  0.109
H -1.947 -2.542 -1.312  0.107
N -0.763 -1.561 -4.163  0.142
C -1.532 -0.680 -4.954  -0.233
C -1.660 -0.901 -6.314  -0.015
C -2.421 -0.034 -7.090  -0.072
C -3.027 1.066 -6.512  -0.074
C -2.887 1.296 -5.147  -0.088
C -2.162 0.412 -4.373  -0.425
S -2.069 0.632 -2.611  1.029
N -0.734 -0.307 -2.185  -0.298
C -0.294 -1.262 -2.919  -0.340
C 0.749 -2.152 -2.348  -0.177
C 1.460 -3.065 -3.116  0.020
C 2.384 -3.893 -2.502  -0.024
C 2.592 -3.762 -1.142  -0.012
C 1.867 -2.800 -0.459  -0.091
N 0.951 -2.028 -1.030  0.078
H -0.317 -2.306 -4.665  0.122
H -1.170 -1.753 -6.771  0.117
H -2.534 -0.227 -8.148  0.110
H -3.612 1.747 -7.115  0.110
H -3.357 2.154 -4.682  0.112
H 1.335 -3.129 -4.187  0.115
H 2.940 -4.616 -3.083  0.120
H 3.308 -4.380 -0.619  0.117
H 2.047 -2.627 0.593  0.117
C 7.738 1.114 2.135  -0.021
C 6.693 2.228 2.173  -0.302
C 6.794 3.104 3.415  -0.129
C 6.424 2.310 4.663  -0.122
C 5.034 1.757 4.497  -0.125
C 4.220 1.527 5.582  0.065
C 2.918 1.065 5.403  -0.253
F 2.159 0.846 6.490  0.075
C 2.398 0.841 4.162  0.079
C 3.215 1.051 3.044  -0.030
C 2.670 0.805 1.718  -0.240
O 1.450 0.546 1.585  -0.083
C 3.600 0.856 0.642  -0.024
C 4.870 1.293 0.875  0.049
N 5.330 1.666 2.078  0.027
C 4.538 1.496 3.201  -0.064
C 3.207 0.408 -0.751  -0.584
O 4.096 0.150 -1.545  0.073
O 1.945 0.331 -0.966  -0.113
H 8.732 1.544 2.256  0.093
H 7.707 0.591 1.179  0.084
H 7.568 0.385 2.927  0.085
H 6.827 2.863 1.296  0.151
H 6.108 3.948 3.314  0.132
H 7.805 3.502 3.491  0.126
H 6.463 2.947 5.546  0.125
H 7.140 1.500 4.823  0.122
H 4.584 1.701 6.587  0.138
H 1.376 0.520 4.014  0.133
H 5.564 1.360 0.045  0.157
N -0.277 -4.261 4.264  0.019
C 0.239 -2.954 3.855  -0.123
C 0.013 -2.727 2.353  -0.503
O -0.491 -3.757 1.712  0.137
O 0.290 -1.683 1.807  0.014
H 0.411 -4.815 4.752  0.092
H -0.622 -4.443 2.417  0.112
H -1.092 -4.181 4.856  0.094
H 1.314 -2.879 4.019  0.135
H -0.225 -2.124 4.388  0.133



(2)
The following is a DFT calculation (ωB97M-V with the def2-TZVPD basis set) of a cluster of 15 separate species, C3H38N2O14S in total.

Properties
Net charge ... 0
Gap between HOMO and LUMO ... 9.06 eV
HOMO level ... -8.971 eV
Relative energy (zero: lowest compared OMol25 entry of this formula, charge and spin) ... 1.276 eV

Last column: natural (NBO) charge in e.
Atoms and positions in Å:
N -0.242 1.661 -1.803  -0.934
C -1.425 2.138 -1.013  -0.037
C -1.049 3.726 -0.673  -0.538
S -2.480 4.603 0.038  -0.010
C -1.476 1.466 0.339  -0.245
N -1.907 0.087 0.185  -0.898
H -0.510 1.436 -2.825  0.408
H 0.294 0.796 -1.544  0.388
H -2.360 1.891 -1.514  0.180
H -0.558 4.031 -1.661  0.225
H -0.220 3.748 -0.019  0.206
H -3.350 3.830 -0.482  0.106
H -0.466 1.407 0.691  0.182
H -2.148 1.976 1.104  0.198
H -2.870 -0.086 -0.079  0.391
H -1.698 -0.349 1.096  0.388
H 2.616 -2.278 2.276  0.516
H 1.843 -2.836 3.504  0.470
O 1.877 -2.850 2.555  -1.005
H 2.830 1.606 0.295  0.495
H 3.391 0.264 -0.070  0.486
O 3.240 0.846 0.620  -1.016
H -1.647 -1.444 2.837  0.499
H -2.310 -2.123 4.000  0.479
O -2.505 -1.747 3.122  -0.987
H 1.208 -2.331 -3.338  0.470
H 0.540 -1.535 -2.299  0.479
O 0.774 -1.543 -3.205  -0.969
H 2.335 1.347 2.415  0.506
H 1.077 2.184 2.900  0.485
O 1.460 1.269 2.805  -0.975
H -4.244 -1.862 0.774  0.453
H -3.786 -1.356 2.019  0.492
O -4.410 -1.056 1.345  -0.962
H 4.821 -1.010 2.520  0.486
H 3.649 -0.534 1.508  0.510
O 4.063 -1.341 1.944  -1.001
H -0.412 -1.282 -0.391  0.516
H 0.514 -2.487 -0.248  0.512
O 0.550 -1.482 -0.477  -1.038
H 2.279 -1.387 -1.210  0.486
H 3.169 -0.307 -1.734  0.466
O 3.122 -1.088 -1.156  -0.933
H -1.257 -1.424 -3.070  0.497
H -1.699 -1.169 -4.569  0.482
O -2.019 -1.378 -3.670  -0.953
H 3.056 3.250 -1.067  0.488
H 1.533 2.770 -0.983  0.519
O 2.405 2.885 -0.523  -0.977
H 1.184 -4.345 0.742  0.487
H 0.023 -3.840 1.686  0.501
O 0.271 -4.125 0.776  -0.963
H -2.640 1.657 -3.334  0.448
H -2.432 0.288 -3.940  0.486
O -2.431 1.242 -4.071  -0.960
H 0.048 0.183 2.225  0.513
H 0.574 -1.202 2.485  0.500
O -0.195 -0.790 2.160  -1.002



(3)
The following is a DFT calculation (ωB97M-V with the def2-TZVPD basis set) of an isolated molecule of C5H10O2.

Properties
Net charge ... 0
Gap between HOMO and LUMO ... 10.54 eV
HOMO level ... -9.617 eV
Relative energy (zero: lowest compared OMol25 entry of this formula, charge and spin) ... 1.633 eV

Last column: natural (NBO) charge in e.
Atoms and positions in Å:
C -1.211 -1.701 1.631  -0.621
C -0.679 -0.369 1.145  -0.064
O 0.030 -0.558 -0.067  -0.532
C 0.701 0.606 -0.490  -0.010
C 1.583 0.269 -1.687  -0.613
C -0.285 1.689 -0.907  0.420
O 0.028 2.843 -1.072  -0.515
H -0.391 -2.381 1.881  0.214
H -1.824 -1.551 2.526  0.214
H -1.831 -2.173 0.863  0.216
H -1.513 0.336 0.994  0.161
H -0.012 0.078 1.900  0.165
H 1.324 1.013 0.324  0.186
H 2.054 1.185 -2.056  0.227
H 2.360 -0.444 -1.400  0.224
H 0.986 -0.171 -2.491  0.216
H -1.321 1.330 -1.096  0.112



(4)
The following is a DFT calculation (ωB97M-V with the def2-TZVPD basis set) of the ion F2NO2S with charge -1.

Properties
Net charge ... -1
Gap between HOMO and LUMO (spin up / spin down) ... 7.51 / 7.54 eV
HOMO level (spin up / spin down) ... -4.102 / -4.058 eV
Relative energy (zero: lowest compared OMol25 entry of this formula, charge and spin) ... 1.285 eV

Last column: natural (NBO) charge in e.
Atoms and positions in Å:
O -0.735 0.826 1.055  -0.895
S -0.334 0.115 -0.134  1.721
F -2.006 -0.761 -0.587  -0.731
F 0.088 1.632 -1.034  -0.619
N 1.385 -0.315 0.564  -0.119
O 1.602 -1.498 0.135  -0.357



(5)
The following is a DFT calculation (ωB97M-V with the def2-TZVPD basis set) of a structure of composition C15H14InN2O6.

Properties
Net charge ... +3
Gap between HOMO and LUMO (spin up / spin down) ... 8.47 / 4.73 eV
HOMO level (spin up / spin down) ... -20.037 / -17.665 eV

Last column: Löwdin charge in e.
Atoms and positions in Å:
O -0.548 4.558 -4.186  0.060
C -0.396 3.425 -4.175  0.005
In -0.178 -0.962 -4.213  0.821
O -0.467 -0.005 -7.856  0.183
C -0.379 -0.057 -6.712  0.041
C -0.387 -2.998 -4.323  -0.025
O -0.585 -4.074 -3.981  0.268
C -2.728 0.023 -4.239  0.030
O -3.862 -0.062 -4.094  0.164
C 2.112 0.022 -4.132  0.018
O 3.258 -0.062 -4.129  0.187
C 2.729 1.770 3.332  -0.020
C 1.293 1.520 3.598  -0.133
N 0.593 0.545 2.679  0.112
C 0.556 -0.853 3.147  -0.136
C -0.498 -0.982 4.265  -0.027
C 0.474 0.930 1.355  -0.297
O 0.958 1.972 0.942  0.221
C -0.313 0.053 0.411  -0.073
C -1.395 -0.738 0.822  0.037
C -2.081 -1.496 -0.111  0.033
C -1.746 -1.349 -1.474  -0.099
N -0.698 -0.566 -1.847  -0.039
C -0.073 0.202 -0.947  -0.028
H 3.283 0.826 3.322  0.101
H 3.101 2.415 4.136  0.122
H 2.828 2.269 2.362  0.090
H 1.090 1.098 4.562  0.121
H 0.698 2.415 3.504  0.153
H 0.293 -1.545 2.312  0.130
H 1.546 -1.129 3.587  0.172
H -1.476 -0.588 3.967  0.089
H -0.645 -2.037 4.502  0.109
H -0.190 -0.482 5.191  0.097
H -1.642 -0.840 1.867  0.113
H -2.914 -2.168 0.128  0.147
H -2.287 -1.926 -2.256  0.116
H 0.678 0.878 -1.315  0.135